C48H76FN4O10P | ωB97M-V with the def2-TZVPD basis set

```
140
Properties=species:S:1:pos:R:3
H -2.620 -3.286 -2.026
H 5.821 -7.162 1.644
C 2.753 -2.180 -1.949
H 7.716 -7.381 0.212
C -13.220 3.502 -0.327
O 6.193 7.840 -4.316
C 4.579 -4.271 1.777
C -9.720 3.348 2.151
H -12.578 3.919 -3.411
C 4.050 2.970 -1.806
O 8.209 -7.740 6.218
H -14.075 6.569 -1.731
C 8.906 -6.672 5.569
O -7.500 2.771 3.150
C -4.796 0.357 2.573
O 5.818 -5.046 1.952
C -13.528 4.997 -0.366
H 4.898 -3.247 1.257
C -0.498 -5.116 -1.604
C -4.326 2.393 -2.992
N 7.735 -7.185 3.428
C 5.678 8.192 -5.591
O -3.120 0.186 -2.235
C 10.077 -7.845 3.604
C 4.336 -2.314 -1.424
C 0.367 -6.528 -1.779
H 3.078 4.628 -0.210
H -12.796 6.695 0.494
H 7.062 -6.445 3.632
C 7.528 -2.701 -0.334
H -11.196 4.069 -2.272
H 5.074 -6.214 0.196
H 7.371 -7.991 3.943
C -7.227 3.816 4.072
H -14.294 4.973 -2.429
C -2.241 -2.567 -1.156
H -10.672 2.840 1.950
H -5.014 0.239 -3.267
H -12.169 3.282 -0.530
H 3.941 8.233 -1.809
C 9.107 -2.920 0.172
O -4.892 -1.683 -1.500
N -9.053 3.596 0.864
C 8.999 -8.897 6.451
C 4.207 7.827 -2.793
C 10.484 -3.286 0.256
H 4.063 3.730 -2.723
C 4.334 -4.982 -2.284
H -3.755 0.866 2.822
C 5.171 -3.757 -1.558
H 8.576 -9.430 7.309
H -5.064 0.922 -1.416
H -14.508 5.135 0.108
H 5.046 6.167 -1.956
C 4.620 1.407 -1.934
H -11.149 4.884 -3.833
C -0.685 -2.196 -1.508
H -1.672 -5.276 -1.471
H -9.326 2.313 4.052
H -8.096 3.896 1.072
H 8.713 -5.238 -1.334
C 7.455 -6.227 0.352
H 2.091 7.899 -3.252
O 4.851 -5.919 -3.081
H -8.926 2.703 0.386
H 5.046 1.047 -2.974
H 6.238 8.404 -2.374
H -0.596 -1.669 -2.566
H -11.659 5.733 -0.110
C 5.186 -1.070 -0.749
H 8.942 -9.566 5.591
C 3.409 2.487 0.954
N -12.526 5.713 0.436
H -5.635 -0.195 0.523
H 3.026 9.201 -3.997
C -11.809 4.587 -3.012
H -5.237 -0.239 3.484
C 7.555 -5.399 -1.096
C -10.056 4.688 2.802
C 5.922 -6.163 1.000
H 9.334 -5.854 3.632
H 10.040 -8.649 6.677
H 3.085 7.558 -4.660
H 4.862 7.520 -5.861
H 2.992 2.848 1.986
H 11.607 -3.627 0.036
C 6.755 -1.262 -0.200
C 0.209 -3.604 -1.640
H 8.314 -5.770 5.772
H -3.951 3.127 -2.137
H 10.321 -7.712 2.543
H 4.766 6.026 -3.533
O 2.268 -1.031 -2.441
H 6.474 8.052 -6.329
H -7.299 4.782 3.570
H 11.003 -7.719 4.174
C -13.625 5.571 -1.798
C 3.046 8.138 -3.735
H 2.669 -7.485 -2.121
H -0.162 -7.595 -1.781
H 4.105 -3.963 2.827
H -8.896 1.412 2.607
H -9.211 5.380 2.803
H -3.735 2.506 -3.997
C 4.561 0.440 -0.576
C -4.727 -0.555 1.179
C 2.699 -4.993 -2.024
H 3.974 0.191 1.785
C 5.541 8.484 -3.217
C 3.461 3.511 -0.338
H -5.447 2.732 -3.222
H -13.441 3.094 0.666
H -6.194 3.703 4.418
C -8.882 2.414 3.054
H 3.727 -4.820 1.192
H 8.262 -5.797 1.115
C 6.712 -3.984 -1.025
F 7.523 -0.140 0.450
N 4.341 6.368 -2.666
C -4.438 0.854 -2.422
O -12.362 5.764 -2.443
C 9.025 -6.826 4.036
C 3.967 0.933 0.873
H -5.567 1.243 2.364
P -3.446 -1.092 -1.098
O -3.411 -0.424 0.518
H -0.218 -1.465 -0.690
H -7.889 3.783 4.942
H 5.348 9.234 -5.631
H -13.830 2.955 -1.053
C 2.001 -6.511 -1.989
H -2.233 -3.242 -0.179
H 9.739 -8.877 3.722
C 1.861 -3.588 -1.856
H -4.836 -1.684 1.544
H 5.418 9.556 -3.415
H -10.868 5.182 2.255
H 7.169 -6.152 -1.908
H 9.885 -6.508 6.036
H -10.388 4.550 3.835
```

Net charge: 0
Energy (eV): -89412.305
Largest force on an atom (Eh/bohr): 0.1949
SMILES string: C#Cc1c(F)c(-c2ccccc2)c2c(c1CCCOC)C(=O)c1cccc(CCP(=O)(OCC)OCC)c1C2=O.COC[C@@H](C)N.COC[C@@H](C)N.COC[C@@H](C)N.COC[C@@H](C)N

***

C48H76O24 | ωB97M-V with the def2-TZVPD basis set

```
148
Properties=species:S:1:pos:R:3
H -23.206 -11.916 0.301
C -25.818 -1.413 5.502
C -20.120 -9.393 9.016
H -24.381 -13.731 6.135
O -24.493 -9.612 2.237
O -24.974 -0.716 4.616
H -21.861 -9.196 -5.612
H -24.303 -5.999 11.950
H -27.066 -5.779 -2.406
C -25.385 -15.068 -3.513
H -31.306 -12.671 0.318
C -21.439 -7.738 -4.089
H -19.980 -10.235 -4.828
H -16.573 -6.532 2.164
H -23.918 -8.384 4.892
C -28.564 -7.150 -0.226
H -27.846 -15.156 7.201
H -25.732 -14.951 -2.486
H -29.458 -13.316 -0.885
O -23.594 -20.263 -0.051
C -17.866 -8.521 8.728
H -27.811 -18.774 -2.621
C -26.624 -15.434 -4.394
H -20.260 -9.861 8.041
H -20.428 -7.478 1.898
O -24.691 -11.821 2.302
O -27.941 -8.232 -0.925
C -23.913 -17.583 2.300
H -19.031 -9.086 -5.867
H -23.670 -10.072 4.705
C -18.704 -6.120 2.082
C -22.938 -18.365 1.456
H -25.717 -8.387 3.308
C -26.847 -5.095 10.981
O -29.462 -14.827 0.559
H -29.540 -7.374 0.205
O -20.224 -7.672 -3.340
H -28.408 -6.360 -3.386
H -20.903 -9.613 9.741
C -27.321 -14.250 7.506
C -19.278 -8.450 -3.879
H -28.767 -5.211 -0.809
O -27.009 -5.188 12.341
C -21.070 -8.486 -5.370
H -21.779 -6.725 -4.307
C -19.777 -7.092 2.682
C -27.515 -7.891 -2.118
O -25.183 -18.938 0.807
O -18.263 -12.920 -0.591
H -28.496 -19.129 -4.309
O -26.358 -14.519 8.522
H -27.109 -14.184 5.412
H -22.265 -10.470 0.779
C -19.792 -9.195 -5.095
O -18.151 -8.618 -3.340
O -27.309 -16.615 -3.926
H -26.064 -10.118 3.466
H -26.581 -12.727 6.248
H -26.131 -17.956 2.274
H -26.804 -6.999 13.213
C -29.354 -13.408 0.196
H -23.612 -16.535 2.305
H -25.270 -5.784 9.679
C -28.905 -6.158 -1.330
H -17.360 -7.320 0.753
C -23.264 -10.890 0.665
C -23.720 -2.560 5.135
C -25.191 -14.375 6.476
H -25.515 -5.954 13.755
H -22.221 -8.217 -3.501
C -25.081 -14.396 8.009
H -16.564 -12.815 0.535
H -27.813 -6.743 0.451
C -24.458 -9.319 4.745
O -17.615 -8.114 2.633
O -24.039 -14.287 8.720
H -29.975 -11.811 1.215
H -23.021 -2.443 5.963
H -30.021 -13.389 3.021
C -23.819 -19.322 0.676
H -18.639 -9.394 10.568
H -23.358 -3.282 4.403
H -27.297 -14.608 -4.164
H -16.937 -8.222 9.214
H -17.682 -8.965 7.750
C -30.429 -12.768 0.958
H -28.073 -13.540 7.850
H -17.235 -13.250 -3.480
C -27.622 -18.997 -3.671
C -16.220 -13.098 -1.546
H -18.319 -10.603 9.321
O -21.003 -7.158 8.561
H -26.898 -1.376 5.360
C -25.268 -9.374 3.415
H -25.021 -15.381 6.092
C -27.923 -6.452 -2.414
H -20.817 -7.881 -6.241
C -23.783 -1.217 4.409
H -25.663 -0.938 6.471
C -18.450 -13.667 -1.716
H -15.456 -13.803 -1.218
H -25.037 -7.609 11.866
H -22.320 -17.797 0.760
C -30.624 -13.648 2.151
O -30.461 -16.145 2.071
H -29.931 -6.354 -1.641
C -30.225 -15.028 1.618
H -23.697 -10.283 -0.130
H -31.652 -13.574 2.504
O -25.665 -18.039 -4.663
H -16.992 -14.817 -2.753
C -25.292 -17.759 1.607
O -19.574 -14.040 -1.981
C -18.826 -8.217 3.174
H -18.944 -5.608 1.150
H -24.669 -15.885 -3.422
C -26.159 -6.177 12.904
H -18.513 -5.407 2.884
C -25.858 -6.130 10.529
C -17.200 -13.771 -2.524
H -26.469 -15.549 -5.467
H -25.442 -16.834 1.050
H -22.232 -19.001 1.990
C -25.129 -2.770 5.553
C -26.564 -13.816 6.282
H -24.030 -18.087 3.259
O -22.937 -0.661 3.700
O -18.820 -7.476 8.623
C -18.677 -9.588 9.496
O -27.459 -4.257 10.301
H -24.872 -14.188 -3.902
H -26.252 -7.096 10.215
C -20.047 -7.913 8.760
O -26.958 -8.728 -2.795
H -20.229 -6.545 3.509
C -24.181 -10.825 1.858
H -28.363 -13.055 0.481
H -27.035 -19.915 -3.716
H -25.661 -3.369 4.814
C -16.975 -12.418 -0.393
C -25.240 -6.539 11.818
H -25.024 -9.509 5.657
H -16.854 -11.336 -0.335
H -25.245 -3.262 6.518
C -26.747 -17.842 -4.136
O -19.054 -9.090 3.992
C -17.475 -7.021 1.795
H -15.676 -12.351 -2.125
```

Net charge: 0
Energy (eV): -100146.556
Largest force on an atom (Eh/bohr): 0.1023
SMILES string: CCOC(C)=O.CCOC(C)=O.O=C1CCCO1.O=C1CCCO1.O=C1CCCO1.O=C1CCCO1.O=C1CCCO1.O=C1CCCO1.O=C1CCCO1.O=C1CCCO1.O=C1CCCO1.O=C1CCCO1

***

C48H77BN11O8Pb | ωB97M-V with the def2-TZVPD basis set

```
146
Properties=species:S:1:pos:R:3
O -2.818 1.148 0.748
N -3.152 5.208 10.537
H -5.560 6.613 -8.021
H 9.147 -2.326 -1.159
N 0.538 3.434 -6.952
C -5.934 -3.756 4.810
H 1.106 -3.623 8.618
H 0.198 8.272 -0.458
H 9.204 -3.267 -3.699
H 8.922 -10.909 -0.737
C 10.165 -9.353 -1.033
C -3.823 4.875 9.654
C -6.965 -3.747 3.639
H -2.841 8.972 0.722
O -1.292 -0.614 0.779
H -5.194 -2.958 4.763
C -6.359 -4.009 2.250
H 2.329 1.012 -6.277
H 8.355 -8.230 -2.569
C -9.414 2.754 -1.107
O -1.370 -1.001 -1.538
H 0.176 -4.101 6.193
H 0.447 -7.067 -6.698
H -4.553 10.357 -8.053
H 10.274 -0.183 -0.889
C 7.441 -8.755 -2.291
H -3.655 8.498 -6.639
H -2.056 3.542 7.983
N 7.715 1.301 4.025
N -7.422 7.532 -5.717
H -5.375 -4.691 4.846
C 0.022 -3.582 0.157
H -5.283 3.670 8.711
C 1.121 2.642 -6.343
C 3.951 2.050 4.554
C 8.904 -9.851 -0.475
N -1.343 -7.658 -3.670
C 2.623 -5.140 7.083
H -0.743 9.585 -1.199
C -2.051 0.066 -1.294
O -1.054 -2.883 0.023
H -0.147 -2.539 8.033
H -5.864 9.825 -6.995
C 11.185 -0.052 -2.708
N -4.897 -6.223 2.285
C 10.632 -0.867 -1.659
C -9.554 1.258 -0.615
C -3.838 4.436 7.192
C -2.329 8.010 0.752
H 0.412 -5.463 -7.235
H 10.486 -3.769 -2.562
H 8.664 -1.371 -2.518
H 1.483 2.749 -2.830
N 11.171 -8.973 -1.472
C 2.254 -4.145 6.095
H -1.770 -5.955 -6.320
C -6.470 7.303 -6.312
C 6.735 1.049 3.520
C -5.213 7.008 -7.066
H 0.792 -2.598 5.642
C 5.469 0.729 2.834
N 2.877 -5.969 7.839
H 4.449 2.562 2.474
H 10.771 -2.509 -3.763
H 2.844 3.759 -2.955
H -3.082 2.299 7.324
C 7.494 -9.151 -0.808
H 5.250 -0.285 3.169
O 0.095 -4.770 0.330
H 4.850 2.525 4.948
H -1.159 -4.918 -5.121
C 2.119 3.230 -3.573
H 6.677 -9.798 -0.489
C 9.525 -1.871 -2.074
H -5.371 5.316 8.389
H 3.158 2.796 4.605
H 1.414 -1.996 7.921
H 3.185 1.368 -3.997
C 4.242 1.678 3.078
C -4.375 8.229 -7.411
H 6.560 -8.151 -2.508
C 0.851 -2.924 7.822
H -6.403 -3.659 5.789
H 11.466 -1.403 -1.207
C 0.412 -6.047 -6.314
H -0.221 8.174 -2.106
H -2.761 8.035 -1.325
C 1.244 -2.640 -0.089
C -1.905 7.724 -0.725
C -9.422 3.868 0.018
C -5.547 -5.234 2.303
H 1.035 1.008 -5.109
C 1.783 1.647 -5.579
H -9.435 0.513 -1.402
B -0.726 -1.475 -0.271
N -11.626 4.184 1.509
C 0.972 -3.381 6.379
O 0.746 -1.448 -0.338
H 2.520 -6.051 -6.012
C -5.206 9.519 -7.808
C -10.645 4.030 0.850
C -0.616 8.504 -1.145
Pb -1.270 -10.366 1.207
H -5.693 -3.218 1.903
C -4.634 4.518 8.492
C 1.647 -5.714 -5.453
C -1.174 -6.864 -4.495
H 2.143 -4.693 5.159
H -9.234 4.828 -0.463
H 3.114 -3.477 6.060
H -3.737 7.958 -8.252
H 3.287 1.269 2.748
H -5.892 9.358 -8.640
C -1.219 8.014 1.732
C -0.965 -5.884 -5.588
H 1.675 -6.208 -4.482
C -2.730 3.317 7.155
H 7.385 -8.293 -0.144
H -8.709 1.067 0.047
H -10.509 1.144 -0.103
C 10.032 -2.924 -3.078
N -0.305 7.996 2.444
H 7.381 -9.639 -2.925
H -4.652 6.220 -6.563
H -2.175 3.284 6.218
H -10.297 2.962 -1.711
O -2.642 0.759 -2.099
H -7.528 -2.818 3.727
H -3.340 5.387 7.000
N 11.560 0.626 -3.577
H 1.474 3.959 -4.065
H -4.564 4.281 6.395
H 9.034 -9.870 0.607
C 2.764 2.232 -4.511
H -3.108 7.345 1.123
H -7.207 -4.214 1.597
C -2.103 0.271 0.203
H 1.763 -4.636 -5.344
H 3.618 2.728 -4.972
H -1.806 6.649 -0.875
O 2.476 -2.974 -0.047
H 3.736 1.187 5.185
H -8.592 3.728 0.710
H -7.757 -4.483 3.776
H 5.764 0.740 1.785
H -8.626 2.926 -1.840
```

Net charge: +1
Energy (eV): -89705.643
Relative energy (zero: lowest compared OMol25 entry of this formula, charge and spin) (eV): 12.481
Largest force on an atom (Eh/bohr): 0.1132